Density functional theory data (ωB97M-V with the def2-TZVPD basis set) for a single C22H28N2O2S molecule.

Summary:
Frontier orbital gap, eV: 9.2
Charge: 0
SMILES: OCCC#Cc1ccc(CN2CCN(Cc3ccsc3)[C@@H](CCO)C2)cc1
LUMO energy, eV: 0.6
Highest occupied orbital energy, eV: -8.60
Molecular weight, u: 384.54

XYZ file:
```
55
C22H28N2O2S | the OMol25 dataset | ωB97M-V with the def2-TZVPD basis set
O 1.100 -8.571 -0.771
H 0.690 -7.761 -1.099
C 1.647 -8.301 0.495
H 2.192 -9.204 0.783
C 2.602 -7.096 0.478
C 1.883 -5.887 0.134
C 1.218 -4.935 -0.183
C 0.467 -3.790 -0.541
C -0.923 -3.802 -0.439
C -1.653 -2.682 -0.789
C -1.019 -1.538 -1.253
C 0.369 -1.530 -1.356
C 1.108 -2.639 -1.002
H 2.186 -2.628 -1.080
H 0.857 -0.635 -1.709
C -1.804 -0.320 -1.655
N -1.178 0.894 -1.162
C -1.235 0.979 0.283
H -0.820 0.061 0.705
C -0.419 2.171 0.797
N -0.950 3.401 0.203
C -0.958 3.291 -1.249
C -1.776 2.093 -1.709
H -1.754 2.040 -2.800
H -2.826 2.211 -1.384
H -1.395 4.207 -1.656
H 0.063 3.179 -1.648
C -0.274 4.635 0.616
C 1.161 4.751 0.180
C 2.226 4.226 0.844
S 3.718 4.505 0.035
C 2.904 5.344 -1.226
C 1.566 5.395 -1.021
H 0.880 5.881 -1.692
H 3.471 5.747 -2.042
H 2.238 3.697 1.777
H -0.843 5.459 0.176
H -0.348 4.724 1.700
C -0.441 2.186 2.335
H 0.207 2.981 2.705
H -0.028 1.238 2.684
C -1.833 2.359 2.954
O -2.496 3.525 2.543
H -2.414 3.575 1.577
H -1.736 2.432 4.042
H -2.449 1.473 2.737
H 0.628 2.016 0.473
H -2.283 1.076 0.617
H -2.849 -0.414 -1.306
H -1.823 -0.257 -2.749
H -2.731 -2.700 -0.702
H -1.424 -4.689 -0.080
H 3.063 -6.983 1.462
H 3.391 -7.270 -0.260
H 0.848 -8.121 1.230
```